Entry from OMol25: an isolated molecule of C3H3N3O2 (ωB97M-V/def2-TZVPD).

The HOMO energy is -10.28 eV. For the HOMO-LUMO gap, the calculation gives 10.339 eV. The SMILES is C=NO/C(C#N)=N/O. The energy above the lowest of the compared OMol25 structures with the same formula, charge and spin comes out at 175.0 kcal/mol. The value obtained for the total energy is -11718.3694 eV.

Each line ends with the natural charge from an NBO analysis.
Geometry (Å):
C  -2.607  0.200  -0.017  -0.12
N  -1.434  -0.338  -0.161  -0.10
O  -0.375  0.630  0.412  -0.39
C  0.895  0.120  0.015  0.37
C  1.812  1.211  0.079  0.20
N  2.301  2.304  -0.155  -0.23
N  1.102  -1.050  -0.021  -0.11
O  2.452  -1.520  0.051  -0.53
H  -3.575  -0.322  -0.263  0.21
H  -2.756  1.340  0.053  0.20
H  2.184  -2.574  0.007  0.50